{
  "formula": "C24H16F10N4O5Ru",
  "method": "ωB97M-V with the def2-TZVPD basis set",
  "symbols": ["Ru", "C", "N", "C", "C", "N", "C", "C", "F", "C", "F", "C", "F", "C", "F", "C", "F", "C", "C", "N", "C", "C", "F", "C", "F", "C", "F", "C", "F", "C", "F", "H", "H", "H", "H", "H", "H", "H", "H", "H", "H", "H", "O", "C", "O", "C", "C", "C", "N", "C", "C", "C", "O", "O", "H", "H", "H", "O", "H", "H"],
  "positions_angstrom": [[0.174027, 0.062175, -0.528725], [0.516397, 0.149919, 2.390397], [1.358903, 0.019464, 1.183740], [2.263036, 1.181353, 1.043908], [1.463550, 2.423596, 0.619888], [0.244597, 1.973577, -0.037262], [-0.779598, 2.875429, -0.234385], [-0.626724, 4.198484, -0.637598], [0.596509, 4.687833, -0.888880], [-1.710546, 5.038090, -0.828176], [-1.515760, 6.299571, -1.225989], [-2.996178, 4.573003, -0.634137], [-4.046180, 5.379496, -0.829532], [-3.187867, 3.263583, -0.227166], [-4.425264, 2.810463, -0.001195], [-2.094336, 2.451142, -0.026158], [-2.294638, 1.202615, 0.442813], [2.077999, -1.259857, 1.213821], [1.123146, -2.393228, 0.856590], [0.061027, -1.922451, -0.041373], [-0.925769, -2.832482, -0.328656], [-2.210724, -2.397482, -0.714521], [-2.462006, -1.085166, -0.777168], [-3.257071, -3.244920, -1.007620], [-4.446508, -2.737865, -1.351116], [-3.097327, -4.616878, -0.922787], [-4.110239, -5.447927, -1.200621], [-1.864662, -5.096231, -0.543299], [-1.661403, -6.417919, -0.466616], [-0.816994, -4.233275, -0.262508], [0.355113, -4.838882, 0.027864], [1.143847, 0.160123, 3.286857], [-0.169630, -0.694234, 2.434219], [-0.057999, 1.071742, 2.329869], [2.975998, 0.926338, 0.257937], [2.822014, 1.337973, 1.972534], [2.104219, 3.026841, -0.029429], [1.214760, 3.046939, 1.488880], [2.548873, -1.421413, 2.189744], [2.880237, -1.185566, 0.480849], [0.675270, -2.804948, 1.770625], [1.726165, -3.195800, 0.430312], [5.778860, 0.595455, -4.495508], [4.650696, 0.952046, -4.861991], [4.259853, 1.583718, -5.857541], [3.528298, 0.599986, -3.856388], [3.686927, -0.468179, -2.974916], [2.725737, -0.736341, -2.031966], [1.634574, 0.030388, -1.908620], [1.391090, 0.974539, -2.851664], [2.316123, 1.289073, -3.813180], [-0.054260, 1.445346, -2.883252], [-0.386497, 2.428343, -3.506363], [-0.860553, 0.635887, -2.243713], [4.593434, -1.054087, -3.031554], [2.804762, -1.574875, -1.354571], [2.096004, 2.037472, -4.561366], [-0.361740, -2.048952, -3.257775], [-0.451973, -1.093150, -3.380693], [-1.265800, -2.375489, -3.302567]],
  "atomic_forces_ev_per_a": [[0.18, 0.20, -0.30], [0.07, 0.02, -0.11], [0.03, 0.02, 0.44], [0.00, -0.04, -0.17], [0.00, 0.00, 0.16], [0.29, 0.02, -0.19], [-0.14, -0.05, 0.09], [0.02, 0.10, -0.07], [-0.03, -0.02, 0.02], [0.01, 0.04, -0.02], [-0.01, -0.03, 0.01], [-0.02, 0.02, 0.00], [0.03, -0.02, 0.00], [-0.01, -0.03, 0.00], [0.03, 0.01, 0.00], [-0.01, -0.06, 0.06], [-0.01, 0.12, -0.05], [0.05, 0.06, -0.20], [-0.06, -0.08, 0.07], [0.07, -0.13, -0.02], [-0.12, -0.06, 0.03], [0.05, 0.02, 0.03], [-0.02, -0.04, 0.04], [-0.03, 0.03, -0.02], [0.02, -0.01, 0.01], [-0.01, 0.01, 0.00], [0.00, 0.00, 0.00], [0.02, -0.03, 0.01], [-0.01, 0.02, 0.00], [0.03, -0.01, -0.05], [0.01, 0.03, -0.01], [0.01, 0.00, 0.03], [-0.03, 0.01, 0.01], [0.00, -0.02, 0.01], [-0.04, 0.00, 0.07], [-0.01, 0.09, 0.01], [-0.02, 0.03, 0.01], [0.01, -0.01, 0.00], [-0.04, -0.04, 0.04], [-0.07, 0.00, 0.13], [0.00, -0.04, 0.01], [0.01, -0.02, -0.04], [0.30, -0.26, 0.04], [-0.35, 0.50, -0.07], [0.05, -0.11, 0.00], [-0.15, -0.25, 0.17], [0.21, 0.18, -0.16], [-0.12, 0.10, 0.28], [-0.12, -0.01, -0.14], [-0.28, -0.31, 0.25], [0.28, 0.03, -0.27], [-0.12, 0.11, 0.06], [0.05, 0.06, -0.10], [0.05, -0.05, 0.04], [0.00, -0.03, -0.01], [0.01, 0.04, -0.06], [-0.01, 0.03, 0.01], [0.04, -0.12, -0.24], [-0.12, -0.02, 0.23], [0.02, 0.02, -0.04]],
  "total_charge": -1,
  "total_energy_ev": -71103.0055,
  "molar_mass_g_mol": 731.5,
  "s_squared": 0.75,
  "max_force_ev_per_a": 0.6,
  "multiplicity": 2,
  "lumo_ev": [1.91, 1.51],
  "homo_energy_ha": [-0.2000, -0.2083],
  "gap_ev": [7.355, 7.173]
}


{
  "formula": "C31H26Cl2HgN5O4",
  "method": "ωB97M-V with the def2-TZVPD basis set",
  "symbols": ["Hg", "C", "C", "C", "C", "C", "C", "C", "C", "N", "C", "O", "C", "C", "C", "C", "C", "N", "C", "O", "N", "C", "C", "C", "C", "C", "C", "C", "C", "H", "H", "H", "H", "H", "H", "H", "H", "H", "H", "H", "H", "H", "H", "H", "H", "H", "H", "H", "H", "H", "Cl", "C", "Cl", "C", "O", "O", "H", "N", "C", "C", "C", "C", "N", "C", "C", "H", "H", "H", "H"],
  "positions_angstrom": [[0.170132, -0.404468, 0.411568], [-2.395487, -1.432422, 2.723974], [-3.306390, -1.570831, 1.537038], [-4.281634, -2.558182, 1.515085], [-5.132350, -2.700973, 0.430362], [-5.004828, -1.837343, -0.644983], [-4.043273, -0.833606, -0.658009], [-3.904756, 0.051067, -1.864012], [-3.177597, -0.695032, 0.443977], [-2.125478, 0.225622, 0.432492], [-2.368365, 1.535902, 0.402829], [-3.462442, 2.109058, 0.533206], [-1.133341, 2.394963, 0.206033], [-1.158614, 3.764799, 0.405998], [0.019489, 4.479169, 0.246252], [1.184256, 3.811459, -0.107084], [1.128293, 2.439162, -0.286220], [-0.015913, 1.779569, -0.155207], [2.379984, 1.628108, -0.591422], [3.406059, 2.235369, -0.938869], [2.215901, 0.321396, -0.425363], [3.281919, -0.579660, -0.529141], [3.289737, -1.502764, -1.584908], [2.235039, -1.417050, -2.651693], [4.267707, -2.488064, -1.622789], [5.237749, -2.568427, -0.636331], [5.239594, -1.638505, 0.392941], [4.278485, -0.637464, 0.458082], [4.265504, 0.355733, 1.584045], [-2.723750, -2.078896, 3.538815], [-2.364642, -0.398475, 3.073881], [-1.372444, -1.716299, 2.466601], [-4.365365, -3.234118, 2.359314], [-5.879155, -3.486655, 0.418933], [-5.663036, -1.947387, -1.501493], [-4.551667, -0.296623, -2.671283], [-2.870451, 0.067637, -2.218966], [-4.173426, 1.076903, -1.607016], [-2.087837, 4.230292, 0.702060], [0.034744, 5.549383, 0.414621], [2.131774, 4.315626, -0.232558], [2.226944, -0.422463, -3.103097], [1.244460, -1.586063, -2.223471], [2.411326, -2.162923, -3.427682], [4.254400, -3.210752, -2.432058], [5.978441, -3.359500, -0.664890], [5.993158, -1.691088, 1.172053], [5.063191, 0.148241, 2.298403], [3.304912, 0.318370, 2.103442], [4.387260, 1.367661, 1.192217], [1.856581, 1.754131, 5.398940], [0.961276, 0.315420, 4.863172], [1.789762, -1.155332, 5.395296], [0.710478, 0.376126, 3.307680], [1.014545, -0.661170, 2.670109], [0.193920, 1.423877, 2.917951], [0.005171, 0.343633, 5.374996], [-0.269310, -8.003572, -0.333368], [-0.167727, -6.844289, -0.260899], [-0.053661, -5.456737, -0.176227], [-1.018676, -4.581394, -0.773210], [-0.875371, -3.233377, -0.666985], [0.158841, -2.620757, -0.011167], [1.085524, -3.449515, 0.562528], [1.027964, -4.806448, 0.504866], [-1.864382, -4.992431, -1.308874], [-1.609628, -2.571270, -1.113295], [1.900176, -2.952271, 1.077125], [1.804261, -5.398660, 0.971207]],
  "atomic_forces_ev_per_a": [[-0.07, -1.04, 0.11], [0.02, 0.02, -0.09], [-0.02, 0.10, 0.04], [-0.03, -0.04, -0.05], [-0.01, -0.03, 0.04], [-0.05, 0.00, 0.01], [0.10, -0.09, 0.01], [0.03, 0.07, 0.13], [-0.21, -0.09, 0.06], [0.14, 0.37, -0.14], [-0.28, -0.49, 0.14], [0.06, 0.09, -0.13], [0.09, -0.06, -0.06], [-0.07, 0.13, 0.02], [0.01, -0.17, -0.04], [0.00, 0.12, -0.04], [-0.03, -0.01, -0.09], [0.05, 0.70, 0.09], [0.24, -0.43, 0.00], [-0.07, 0.13, 0.03], [-0.01, 0.41, 0.01], [0.23, -0.04, -0.13], [-0.05, 0.03, 0.02], [0.01, 0.04, 0.06], [0.01, -0.03, -0.01], [0.01, -0.03, -0.01], [0.01, 0.00, -0.04], [-0.06, 0.06, 0.07], [-0.08, 0.01, -0.06], [-0.03, -0.01, 0.01], [0.05, -0.01, -0.01], [0.05, 0.02, 0.04], [0.01, 0.01, 0.01], [0.00, 0.01, 0.00], [0.03, 0.02, -0.02], [0.02, 0.00, 0.00], [-0.01, 0.00, 0.01], [0.02, 0.06, -0.03], [-0.01, -0.03, -0.01], [0.00, 0.01, 0.00], [0.01, -0.03, 0.00], [-0.02, -0.02, -0.02], [0.00, -0.02, -0.03], [-0.01, 0.00, -0.01], [0.00, 0.00, 0.01], [0.01, 0.02, 0.00], [0.00, 0.00, 0.00], [0.00, -0.01, 0.01], [0.03, 0.00, 0.02], [0.02, 0.01, 0.03], [0.11, 0.12, 0.10], [-0.09, 0.00, -0.41], [0.05, -0.10, 0.11], [-0.04, 0.02, 0.27], [-0.11, 0.09, -0.11], [0.04, -0.16, 0.03], [-0.03, 0.00, -0.04], [0.02, 0.11, 0.00], [-0.01, -0.34, 0.01], [-0.02, 0.31, -0.01], [0.07, -0.05, 0.00], [-0.11, 0.04, -0.07], [-0.11, 0.12, 0.10], [0.13, 0.07, 0.05], [-0.04, -0.10, -0.05], [-0.03, 0.05, 0.01], [-0.01, -0.01, 0.04], [-0.03, -0.02, 0.01], [0.03, 0.06, 0.02]],
  "total_charge": -2,
  "total_energy_ev": -77433.1997,
  "molar_mass_g_mol": 804.1,
  "s_squared": 0.76,
  "max_force_ev_per_a": 1.1,
  "multiplicity": 2,
  "lumo_ev": [4.41, 4.41],
  "homo_energy_ha": [-0.0132, -0.1063],
  "gap_ev": [4.769, 7.299]
}


{
  "formula": "C41H22F15GeNO3PtS5",
  "method": "ωB97M-V with the def2-TZVPD basis set",
  "symbols": ["Pt", "S", "C", "N", "C", "C", "C", "C", "C", "C", "S", "H", "H", "H", "H", "O", "S", "C", "C", "C", "C", "S", "O", "C", "C", "C", "C", "C", "C", "C", "C", "C", "C", "C", "C", "H", "H", "H", "H", "H", "H", "H", "H", "H", "H", "H", "H", "H", "H", "H", "H", "H", "H", "O", "F", "C", "C", "C", "F", "C", "F", "C", "F", "C", "F", "Ge", "S", "C", "C", "F", "C", "F", "C", "F", "C", "F", "C", "F", "C", "C", "F", "C", "F", "C", "F", "C", "F", "C", "F"],
  "positions_angstrom": [[-0.002648, 0.059506, -0.036046], [-1.502939, -1.099772, -1.596080], [-0.105636, -2.029624, -1.585580], [0.880937, -1.633940, -0.821681], [1.958376, -2.516572, -0.930318], [3.177364, -2.409476, -0.242569], [4.160965, -3.378234, -0.453184], [3.937914, -4.435596, -1.334260], [2.737926, -4.554813, -2.016582], [1.756538, -3.591125, -1.804204], [0.170041, -3.472697, -2.493793], [3.347384, -1.552149, 0.481194], [5.105512, -3.305110, 0.075474], [4.711276, -5.178401, -1.486857], [2.562254, -5.377320, -2.697411], [-0.827549, -1.081920, 1.543257], [-0.302609, -1.851009, 2.764193], [1.220357, -2.722944, 2.233098], [2.469073, -2.728375, 3.134769], [3.466141, -1.541364, 3.010774], [4.117686, -1.395970, 1.609381], [3.394998, 0.015332, 0.554321], [1.920366, 0.007880, 0.751256], [4.016789, 1.447762, 1.448573], [5.331999, 1.532516, 1.898048], [5.776216, 2.675956, 2.546738], [4.918410, 3.753980, 2.728477], [3.616433, 3.687394, 2.252959], [3.170683, 2.539073, 1.612119], [0.289187, -0.647342, 3.962967], [0.546094, -1.072603, 5.267159], [0.988523, -0.174101, 6.226153], [1.147849, 1.166142, 5.899232], [0.847621, 1.602015, 4.616807], [0.411224, 0.697244, 3.655334], [1.458178, -2.421501, 1.226781], [0.878256, -3.759051, 2.140592], [3.043970, -3.627115, 2.881976], [2.182784, -2.863466, 4.179395], [4.278001, -1.748391, 3.714064], [3.012260, -0.609396, 3.355873], [3.984458, -2.344413, 1.008903], [5.197976, -1.243489, 1.701455], [6.036763, 0.725117, 1.741931], [6.797447, 2.733008, 2.903100], [5.268249, 4.648791, 3.229304], [2.946065, 4.529363, 2.374932], [2.152536, 2.499299, 1.234544], [0.404966, -2.112359, 5.545373], [1.202885, -0.516016, 7.231420], [1.493168, 1.872467, 6.645153], [0.953237, 2.648670, 4.357541], [0.176158, 1.046118, 2.658090], [0.155003, 1.404700, 0.999731], [-3.568370, 5.746866, 0.906777], [-3.230471, 5.586704, -0.379993], [-3.267340, 4.334517, -0.981357], [-2.884644, 4.222151, -2.312782], [-2.897676, 3.033449, -2.920739], [-2.486791, 5.335918, -3.032886], [-2.124397, 5.214097, -4.316093], [-2.462307, 6.579001, -2.424389], [-2.077674, 7.654712, -3.115956], [-2.831941, 6.704159, -1.097938], [-2.800702, 7.907322, -0.507864], [-3.809706, 2.725588, -0.013464], [-2.100681, 1.350568, -0.131413], [-5.358628, 1.833023, -0.802246], [-5.779002, 0.624755, -0.261368], [-5.129863, 0.087123, 0.776857], [-6.873416, -0.043802, -0.785621], [-7.267681, -1.209439, -0.256529], [-7.562191, 0.494656, -1.858432], [-8.618159, -0.146818, -2.364961], [-7.157658, 1.700737, -2.402592], [-7.829919, 2.223953, -3.436522], [-6.061627, 2.366635, -1.875691], [-5.708643, 3.539019, -2.417784], [-4.350229, 3.102074, 1.830243], [-3.663884, 2.603017, 2.936376], [-2.582278, 1.841804, 2.796550], [-4.097368, 2.895472, 4.222080], [-3.431638, 2.414538, 5.280834], [-5.217834, 3.683514, 4.414994], [-5.633573, 3.963333, 5.652725], [-5.908443, 4.180042, 3.323939], [-6.995230, 4.941264, 3.510858], [-5.474543, 3.887653, 2.042583], [-6.160551, 4.375834, 0.997435]],
  "atomic_forces_ev_per_a": [[-1.15, 1.20, -2.87], [-0.02, 0.51, 0.20], [-0.53, -0.77, -0.75], [0.30, -1.74, -1.29], [1.06, -0.02, 0.06], [-3.23, -0.64, -4.51], [-0.46, 0.21, -0.38], [-0.03, -0.16, -0.10], [0.01, 0.17, 0.12], [-0.25, 0.16, 0.10], [-0.06, -0.46, -0.31], [-2.67, -4.12, -4.88], [0.05, -0.11, -0.10], [-0.02, 0.05, 0.01], [0.02, 0.01, 0.02], [-0.43, -1.94, 2.73], [-0.25, 0.73, -0.29], [0.32, -0.52, 0.50], [0.26, 0.33, -0.29], [-0.24, -0.11, -0.03], [2.78, 0.34, 4.88], [2.10, 2.84, 0.07], [2.91, -0.37, 1.77], [-0.13, 0.30, 0.53], [0.23, -0.17, -0.05], [-0.10, 0.07, -0.10], [-0.06, 0.00, 0.00], [0.23, -0.07, -0.01], [-0.47, -0.11, -0.14], [0.22, 0.11, 0.47], [-0.03, -0.41, -0.06], [0.02, 0.00, -0.03], [0.03, 0.12, -0.06], [0.01, -0.28, 0.18], [0.04, 0.09, -0.07], [-0.23, 0.42, 0.15], [-0.08, 0.08, 0.05], [-0.18, -0.04, -0.08], [0.05, 0.14, -0.01], [-0.06, 0.04, -0.02], [-0.06, 0.06, -0.13], [2.20, 1.23, 4.38], [-0.14, 0.70, 0.14], [-0.08, -0.04, 0.03], [-0.04, -0.06, -0.03], [-0.01, -0.06, 0.00], [0.01, -0.06, -0.03], [0.01, -0.13, 0.08], [-0.04, 0.02, -0.02], [-0.05, -0.03, -0.05], [-0.02, -0.05, 0.00], [-0.04, -0.04, -0.02], [-0.10, -0.08, 0.13], [-0.23, 2.28, 0.66], [0.04, 0.09, -0.13], [0.20, -0.24, -0.72], [-0.36, 0.13, 0.28], [0.05, 0.35, 0.37], [-0.09, 0.23, -0.01], [0.07, -0.33, -0.33], [-0.04, 0.10, 0.18], [0.02, 0.09, -0.04], [-0.06, -0.18, 0.12], [-0.05, 0.26, 0.39], [0.02, -0.13, -0.14], [1.22, -1.04, -0.24], [-1.96, 0.89, -0.45], [-0.08, 0.40, -0.15], [-0.11, 0.29, -0.42], [-0.18, 0.06, -0.10], [0.10, -0.33, 0.32], [-0.01, 0.16, -0.13], [-0.08, -0.03, -0.03], [0.18, 0.11, 0.08], [-0.02, 0.36, -0.33], [0.04, -0.14, 0.14], [-0.14, -0.66, 0.40], [-0.12, -0.10, 0.02], [0.17, -0.03, -0.02], [-0.44, 0.32, -0.19], [-0.15, 0.14, 0.29], [0.28, -0.21, 0.11], [-0.13, 0.10, -0.11], [0.01, 0.00, 0.11], [0.06, -0.04, -0.21], [-0.42, 0.29, -0.25], [0.15, -0.11, 0.06], [0.38, -0.39, 0.48], [0.10, -0.02, 0.08]],
  "total_charge": 0,
  "total_energy_ev": -205192.5971,
  "molar_mass_g_mol": 1289.6,
  "max_force_ev_per_a": 6.9,
  "lumo_ev": [-1.14, -1.13],
  "homo_energy_ha": [-0.2668, -0.2665],
  "gap_ev": [6.118, 6.118]
}


- Which formula does entry 1 have?
  C24H16F10N4O5Ru